Entry 1:
The following is a quantum chemistry calculation of a structure of composition C26H27N2O8OsSe2, from the OMol25 dataset.

Summary:
- LUMO (alpha / beta): -3.34 / -4.36 eV
- HOMO-LUMO gap (alpha / beta): 0.2615 / 0.2388 Ha
- <S²>: 6.030

The geometry in ORCA input format:
```
! RIJCOSX wB97M-V def2-TZVPD def2/J DEFGRID3
* xyz 1 5
Os -0.318 -0.192 -1.689
O 4.358 -1.902 -1.845
C 3.091 -1.542 -1.665
O 2.746 -0.435 -1.349
C 2.130 -2.663 -1.834
C 2.574 -3.968 -1.865
C 1.646 -4.994 -1.976
C 0.314 -4.662 -2.066
C -0.047 -3.322 -2.044
N 0.829 -2.325 -1.930
C -1.504 -2.944 -2.173
O -2.338 -3.807 -2.281
O -1.709 -1.662 -2.167
H 4.929 -1.129 -1.736
H 3.634 -4.168 -1.798
H 1.963 -6.028 -1.993
H -0.472 -5.396 -2.165
O -0.961 2.385 -4.226
C -1.455 3.594 -3.682
C -1.415 3.665 -2.148
C -1.842 5.122 -1.851
O -1.939 5.411 -0.467
C -0.034 3.497 -1.520
Se 0.935 1.788 -1.562
C -2.398 2.749 -1.417
Se -2.428 0.825 -1.764
H -1.002 2.444 -5.186
H -2.494 3.747 -4.000
H -0.860 4.430 -4.068
H -2.781 5.339 -2.372
H -1.078 5.794 -2.243
H -2.781 5.098 -0.124
H -0.125 3.709 -0.457
H 0.663 4.219 -1.945
H -3.424 3.055 -1.637
H -2.235 2.834 -0.343
C -0.772 -0.710 4.892
O 0.150 -0.566 3.816
C 0.258 0.645 3.233
C -0.613 1.702 3.472
C -0.406 2.935 2.871
C 0.683 3.137 2.038
C 1.542 2.084 1.780
C 1.322 0.835 2.342
N 2.263 -0.198 2.071
C 2.090 -1.495 1.888
C 0.921 -2.220 1.623
C 0.932 -3.612 1.925
C -0.190 -4.373 1.808
C -1.392 -3.769 1.365
C -1.430 -2.451 1.004
C -0.264 -1.635 1.055
O -0.260 -0.429 0.609
H -0.626 -1.715 5.275
H -1.803 -0.605 4.551
H -0.568 0.017 5.680
H -1.452 1.568 4.141
H -1.096 3.744 3.073
H 0.868 4.110 1.601
H 2.393 2.216 1.121
H 3.221 0.118 2.069
H 3.010 -2.067 1.975
H 1.850 -4.050 2.308
H -0.170 -5.425 2.064
H -2.293 -4.368 1.295
H -2.337 -1.989 0.636
*
```


Entry 2:
The following is a quantum chemistry calculation of the molecule C26H27N5O4, from the OMol25 dataset.

Summary:
- SMILES: CC(C)OC(=O)[C@H](C#N)c1nc2ccccc2nc1N1CCN(Cc2ccc3c(c2)OCO3)CC1
- LUMO: -0.07 eV
- HOMO-LUMO gap: 0.2829 Ha

The geometry in ORCA input format:
```
! RIJCOSX wB97M-V def2-TZVPD def2/J DEFGRID3
* xyz 0 1
C -0.336 -0.419 5.898
C 0.264 0.262 4.675
C 1.779 0.369 4.751
O -0.037 -0.526 3.505
C -1.182 -0.312 2.890
O -1.986 0.539 3.163
C -1.377 -1.314 1.736
C -2.145 -2.403 2.302
N -2.764 -3.251 2.752
C -0.068 -1.845 1.194
N 0.404 -2.893 1.802
C 1.498 -3.510 1.306
C 2.046 -4.624 1.962
C 3.106 -5.283 1.397
C 3.642 -4.859 0.171
C 3.128 -3.775 -0.488
C 2.050 -3.067 0.076
N 1.571 -1.964 -0.528
C 0.572 -1.304 0.025
N 0.100 -0.198 -0.637
C 0.648 0.054 -1.961
C 1.962 0.845 -1.877
N 1.851 2.072 -1.118
C 1.491 3.279 -1.839
C 0.084 3.363 -2.392
C -0.941 3.900 -1.627
C -2.256 3.964 -2.084
C -2.503 3.473 -3.341
C -1.478 2.942 -4.127
C -0.183 2.879 -3.678
O -1.991 2.538 -5.330
C -3.370 2.836 -5.283
O -3.683 3.415 -4.034
C 1.207 1.841 0.152
C -0.119 1.058 0.057
H -1.417 -0.482 5.799
H -0.098 0.151 6.792
H 0.066 -1.425 5.995
H -0.192 1.252 4.539
H 2.063 0.954 5.621
H 2.212 -0.624 4.830
H 2.172 0.851 3.859
H -1.976 -0.840 0.951
H 1.609 -4.935 2.898
H 3.536 -6.141 1.892
H 4.476 -5.401 -0.253
H 3.535 -3.432 -1.426
H -0.106 0.617 -2.518
H 0.826 -0.905 -2.447
H 2.700 0.211 -1.374
H 2.327 1.073 -2.879
H 1.655 4.114 -1.152
H 2.205 3.374 -2.661
H -0.719 4.288 -0.644
H -3.045 4.383 -1.482
H 0.598 2.476 -4.301
H -3.952 1.910 -5.417
H -3.622 3.542 -6.090
H 1.900 1.249 0.765
H 1.035 2.796 0.651
H -0.859 1.630 -0.510
H -0.496 0.898 1.063
*
```


Entry 3:
The following is a quantum chemistry calculation of a structure of composition C26H28CdN2S2Si, from the OMol25 dataset.

Summary:
- LUMO (alpha / beta): -0.96 / -0.96 eV
- HOMO-LUMO gap (alpha / beta): 0.1008 / 0.1007 Ha

The geometry in ORCA input format:
```
! RIJCOSX wB97M-V def2-TZVPD def2/J DEFGRID3
* xyz 0 1
C -0.030 -1.458 -0.126
C 1.263 -1.170 -0.685
C 2.239 -1.831 0.081
H 1.453 -0.608 -1.596
C 1.590 -2.548 1.122
C 0.188 -2.366 0.986
H -0.589 -2.965 1.467
H -0.999 -1.264 -0.585
H 3.298 -1.865 -0.164
H 2.068 -3.188 1.860
Cd 0.213 0.023 1.610
C 2.057 1.908 -2.642
H 2.229 0.885 -3.004
H 1.159 1.824 -2.004
H 1.822 2.568 -3.491
Si 3.603 2.441 -1.737
C 4.459 3.290 -3.178
C 4.856 2.455 -4.240
H 4.831 1.368 -4.127
C 5.243 3.008 -5.470
H 5.505 2.352 -6.300
C 5.267 4.396 -5.643
H 5.544 4.824 -6.614
C 4.927 5.225 -4.572
H 4.943 6.310 -4.708
C 4.537 4.681 -3.340
H 4.262 5.317 -2.498
C 4.999 1.609 -0.801
C 6.350 1.770 -1.220
H 6.591 2.344 -2.118
C 7.414 1.234 -0.479
H 8.445 1.383 -0.813
C 7.160 0.507 0.687
H 7.989 0.101 1.279
C 5.836 0.312 1.104
H 5.620 -0.272 2.003
C 4.772 0.859 0.376
H 3.746 0.731 0.732
H 2.581 3.623 -0.885
H 1.802 3.409 -1.160
C -3.598 -1.403 0.444
C -3.417 0.031 0.775
N -2.306 0.622 1.135
C -2.483 1.989 1.387
C -3.798 2.400 1.226
S -4.825 1.111 0.717
C -1.376 2.789 1.845
C -1.364 4.134 2.160
S 0.194 4.649 2.749
C 0.792 3.016 2.517
N -0.129 2.178 2.080
C 2.196 2.629 2.799
H -4.606 -1.695 0.767
H -3.529 -1.531 -0.647
H -2.849 -2.014 0.960
H -4.138 3.405 1.431
H -2.226 4.775 2.069
H 2.808 2.694 1.886
H 2.588 3.353 3.522
H 2.261 1.617 3.223
*
```


Entry 4:
The following is a quantum chemistry calculation of the molecule C26H28FN5O4, from the OMol25 dataset.

Summary:
- SMILES: Cc1cc(NC(=O)CCC(=O)N(c2ccc(F)cc2)[C@H](C(=O)NC2CCCC2)c2ccncc2)no1
- LUMO: 0.64 eV
- HOMO-LUMO gap: 0.3537 Ha

The geometry in ORCA input format:
```
! RIJCOSX wB97M-V def2-TZVPD def2/J DEFGRID3
* xyz 0 1
C -6.749 -0.970 0.857
C -5.353 -1.466 0.887
C -4.406 -1.596 -0.089
C -3.276 -2.082 0.615
N -2.009 -2.366 0.146
C -1.548 -2.058 -1.100
O -2.248 -1.610 -1.978
C -0.072 -2.376 -1.293
C 0.527 -1.552 -2.445
C 1.522 -0.538 -1.925
O 2.715 -0.627 -2.172
N 1.052 0.435 -1.104
C -0.316 0.695 -0.831
C -0.799 0.562 0.466
C -2.115 0.874 0.750
C -2.934 1.305 -0.276
F -4.224 1.594 -0.006
C -2.471 1.454 -1.571
C -1.150 1.157 -1.843
C 2.058 1.245 -0.396
C 2.631 0.346 0.718
O 2.040 0.119 1.758
N 3.813 -0.199 0.400
C 4.449 -1.218 1.209
C 5.939 -0.888 1.432
C 6.708 -2.146 1.024
C 5.832 -2.765 -0.060
C 4.423 -2.586 0.499
C 1.460 2.559 0.038
C 1.102 3.474 -0.950
C 0.520 4.671 -0.572
N 0.291 5.002 0.688
C 0.643 4.140 1.624
C 1.227 2.909 1.360
N -3.546 -2.234 1.892
O -4.836 -1.854 2.063
H -7.289 -1.411 0.023
H -7.245 -1.217 1.792
H -6.749 0.112 0.730
H -4.474 -1.378 -1.131
H -1.373 -2.701 0.856
H -0.005 -3.441 -1.527
H 0.473 -2.207 -0.362
H -0.291 -1.074 -2.985
H 1.072 -2.193 -3.139
H -0.139 0.229 1.252
H -2.506 0.776 1.751
H -3.137 1.799 -2.344
H -0.765 1.283 -2.843
H 2.854 1.450 -1.125
H 4.137 -0.130 -0.556
H 3.891 -1.244 2.149
H 6.140 -0.597 2.461
H 6.217 -0.054 0.787
H 7.714 -1.919 0.676
H 6.783 -2.830 1.870
H 6.074 -3.809 -0.252
H 5.939 -2.209 -0.993
H 4.204 -3.373 1.221
H 3.661 -2.610 -0.280
H 1.273 3.252 -1.992
H 0.224 5.404 -1.310
H 0.443 4.449 2.641
H 1.482 2.241 2.166
*
```